1.
{"formula": "H26O13", "method": "ωB97M-V/def2-TZVPD", "species": ["H", "O", "H", "O", "H", "O", "O", "H", "O", "O", "H", "H", "H", "H", "O", "H", "H", "H", "O", "H", "H", "H", "H", "H", "O", "H", "O", "H", "O", "H", "O", "O", "H", "H", "H", "H", "H", "H", "H"], "coordinates": [[-3.7735, -0.7621, -0.3644], [-1.0908, -1.9955, 1.9897], [2.7916, 1.1463, 1.0319], [-1.1597, -0.1662, -2.8359], [-1.8925, 1.4357, -0.9943], [2.5512, -2.3134, -1.6762], [-0.2024, 0.5821, -0.0171], [3.6628, 2.0995, 1.8220], [-2.9130, -0.8846, 0.0364], [1.2358, 2.7113, -1.3255], [1.2761, 4.2313, 2.1968], [-3.3456, 1.8511, -0.9056], [-2.2931, -0.7506, -0.6805], [0.2258, -0.2374, -0.2646], [0.7654, 3.4311, 2.3198], [0.7425, 2.9843, -2.0991], [2.3001, -2.9187, -2.3738], [2.8823, -0.8577, 1.9511], [2.8521, 2.0587, 1.3148], [3.1637, -1.3395, 0.5438], [-1.3212, -1.7067, 2.8727], [-1.9355, 0.3848, -2.9385], [0.3771, -3.3711, -0.4631], [-0.1448, 0.6041, 0.9381], [0.8635, -3.0486, 0.2957], [-1.6297, -3.2881, -1.9994], [-1.3984, 1.4383, 2.6429], [-1.5603, -1.3951, 1.4107], [-0.8018, -2.8383, -1.8307], [-0.8367, -0.2944, -3.7278], [2.7551, -0.6244, 1.0315], [-2.5073, 2.1071, -1.2901], [-0.9838, -1.9192, -2.0268], [-0.6392, 2.0128, 2.5441], [0.2230, -2.5399, 0.7929], [1.2013, 2.7811, 1.7687], [0.7196, 1.9973, -0.9513], [-2.1138, 1.9105, 2.2169], [1.9538, -2.5158, -0.9562]], "forces_ev_per_angstrom": [[-0.6, 0.0, -0.3], [0.5, -0.3, 0.2], [0.0, -0.7, -0.4], [0.5, -0.3, 0.6], [0.5, -0.3, 0.4], [0.9, 0.3, -0.6], [0.0, 0.2, -0.3], [0.1, 0.1, 0.1], [0.3, -0.1, 0.8], [0.5, 0.5, -0.2], [0.0, 0.1, -0.1], [-0.4, -0.2, 0.1], [0.3, 0.1, -0.5], [0.3, -0.4, -0.3], [-0.9, 0.2, 0.6], [-0.2, 0.0, -0.1], [-0.1, 0.0, -0.2], [-0.1, -0.1, 0.3], [0.1, 0.6, 0.1], [0.0, -0.3, -0.5], [0.0, 0.2, 0.2], [-0.7, 0.5, 0.1], [-0.7, -0.1, -0.4], [-0.3, 0.0, 0.6], [1.1, -0.3, 0.2], [-0.4, -0.1, 0.0], [0.0, -0.6, 0.2], [-0.8, 0.3, -0.4], [0.4, -0.8, 0.1], [0.2, -0.2, -0.5], [0.0, 0.1, 0.2], [0.0, 0.6, -0.4], [-0.1, 0.8, -0.4], [0.2, 0.7, 0.2], [-0.4, 0.2, 0.6], [0.8, -0.1, -0.4], [-0.3, -0.5, 0.3], [-0.2, 0.1, -0.3], [-0.6, -0.1, 0.7]], "fmax_ha_per_bohr": 0.022, "s2": 0.750, "total_charge": -1, "de_lowest_kj_mol": 18.0, "e_tot_ev": -27040.7064, "spin_multiplicity": 2, "orbital_gap_ha": [0.09175, 0.38272], "e_lumo_ev": [2.5530, 2.5003]}

2.
{"formula": "H26O13", "method": "ωB97M-V/def2-TZVPD", "species": ["H", "O", "H", "H", "O", "H", "H", "H", "O", "H", "H", "H", "O", "H", "O", "O", "O", "O", "H", "H", "H", "O", "H", "H", "H", "O", "O", "O", "H", "H", "H", "H", "H", "H", "H", "H", "H", "O", "H"], "coordinates": [[-8.9039, 1.9488, -2.8120], [-5.5726, 0.8196, -3.9157], [-7.1498, 2.8238, -3.6764], [-10.5781, 1.0324, -0.5391], [-4.6414, -3.0551, -3.2476], [-8.8291, -1.7888, -2.0618], [-8.6493, -0.8687, -4.6848], [-6.4720, -1.9252, -0.2208], [-3.8997, 1.0631, -2.0161], [-6.4168, -2.4554, -5.6669], [-4.1252, 0.5179, -2.6825], [-5.0537, 1.4761, -0.8316], [-9.8846, 0.7172, -1.1779], [-8.8776, -2.8266, -1.0932], [-8.5834, -2.6286, -1.9454], [-9.0907, -1.4693, -5.2471], [-7.5879, -0.1266, -3.3307], [-6.0269, -1.7392, -1.0913], [-7.8080, 0.7050, -2.8358], [-8.0501, 2.7687, -1.8116], [-9.9841, 1.4878, -4.4050], [-8.1928, 1.9478, -2.1791], [-4.9974, 1.2374, -4.5685], [-9.1247, 1.3657, -1.2376], [-6.7375, -2.1388, -1.6099], [-5.7512, 0.9482, -0.1288], [-9.9587, 2.2378, -4.0953], [-6.2994, -1.3863, -5.6959], [-4.8546, -2.4043, -2.6193], [-6.5656, -0.2427, -3.3288], [-9.9290, -1.7165, -4.7795], [-6.0640, 0.1498, -0.5970], [-4.0330, 1.9702, -2.4154], [-6.2054, 2.0116, -4.3711], [-5.9304, -1.1435, -6.4047], [-9.5718, 2.8152, -4.7739], [-5.9439, 0.0909, -4.4003], [-6.4485, 2.9236, -4.2527], [-4.2226, -2.4956, -3.9534]], "forces_ev_per_angstrom": [[-1.5, 1.1, -1.1], [3.0, -0.5, -1.0], [-2.2, 0.0, 1.9], [1.3, -0.4, -1.0], [1.2, -0.1, -2.7], [-1.4, 5.6, -1.1], [1.2, 1.0, 1.4], [1.3, 0.5, -0.7], [2.0, 5.0, 2.8], [0.4, 4.2, -0.2], [-1.4, -3.0, -3.3], [-3.0, -3.1, 2.9], [-1.6, 0.0, 1.4], [-0.8, -0.8, 2.1], [2.2, -4.7, -1.0], [-2.5, -1.6, -0.8], [1.1, -1.2, 0.2], [-1.1, -0.5, 1.5], [1.4, -1.5, -0.3], [0.6, 3.0, 1.2], [-0.7, -12.6, -5.3], [1.6, -1.0, -0.3], [1.0, -0.3, 0.0], [-1.3, -1.2, 0.8], [-0.3, -0.1, -0.9], [1.8, 2.4, -2.1], [0.7, 12.6, 4.6], [-4.6, -6.4, 9.3], [-0.6, 1.1, 2.0], [-4.3, -0.2, 1.8], [1.3, 0.3, -0.6], [0.6, 0.6, -0.1], [0.4, -1.4, 0.6], [-0.7, 0.2, 0.0], [4.5, 2.4, -9.0], [-0.2, -0.3, 0.3], [-0.1, -0.9, -1.9], [1.2, 2.7, -2.3], [-0.5, -1.1, 0.8]], "fmax_ha_per_bohr": 0.265, "total_charge": 0, "de_lowest_kj_mol": 719.8, "e_tot_ev": -27034.4874, "orbital_gap_ha": 0.35534, "e_lumo_ev": -0.1569}

3.
{"formula": "H26O13", "method": "ωB97M-V/def2-TZVPD", "species": ["O", "H", "H", "O", "O", "H", "H", "O", "O", "H", "H", "H", "H", "O", "O", "H", "H", "H", "H", "O", "O", "O", "H", "H", "H", "H", "O", "H", "H", "H", "H", "H", "O", "O", "H", "H", "H", "H", "H"], "coordinates": [[0.1134, -0.3953, 4.1783], [1.5024, -1.9453, -1.8917], [1.3514, 1.5497, 2.0093], [2.3074, 0.0727, -1.7317], [-0.7876, -0.6423, -3.4837], [0.6754, -2.2623, 2.0243], [0.9204, -3.0663, 3.3063], [-1.9646, 2.0697, -0.5177], [2.1184, -1.5583, 0.8563], [-1.3716, 1.3017, -0.3287], [-2.1766, -1.0323, 2.1493], [0.4824, 0.1937, 3.5303], [0.0224, -1.8133, -2.2977], [0.4064, -3.0653, 2.5033], [-2.1386, -1.3303, 3.0353], [-0.2356, 2.4867, -3.5087], [-3.0806, -0.7573, -0.4567], [-0.1046, 2.0097, 1.8103], [2.4764, -2.3223, 0.4833], [1.3704, 3.4027, -0.8407], [-3.1066, -0.9733, 0.4533], [0.6944, -2.4483, -1.9737], [0.8124, -0.8743, 4.5263], [-2.6936, 1.6317, -0.9307], [-1.0746, -0.4443, -4.3647], [2.4654, 0.8357, -2.2867], [-0.3436, -0.0183, -0.2207], [0.7974, 4.1287, -0.6927], [2.7984, -0.9253, 0.5493], [0.3714, 0.0607, -0.8457], [-0.6066, 0.2397, -3.2237], [0.1054, 0.1467, 0.6063], [0.4444, 1.2517, 1.9853], [-0.1376, 1.9217, -2.7247], [2.9604, -0.5783, -2.0097], [0.9654, 2.9047, -1.5577], [-0.9556, 2.0997, -2.2297], [-4.0486, -0.7753, 0.6383], [-1.3356, -1.0803, 3.4743]], "forces_ev_per_angstrom": [[-1.8, 1.0, 0.0], [-0.2, 0.2, 0.0], [0.3, 0.4, -0.2], [0.2, -0.2, 0.3], [-0.5, -0.9, -0.3], [-0.2, -0.4, 0.3], [0.2, 0.0, 0.3], [0.8, 0.4, -0.3], [0.6, 2.7, 0.4], [0.2, -0.1, 0.2], [0.3, 0.4, -1.3], [0.0, 0.6, -0.7], [0.6, -0.5, 0.1], [0.0, 0.1, -0.5], [-1.5, -0.8, 1.3], [0.2, -0.2, 0.1], [0.7, 0.1, -1.6], [-0.3, 0.6, -0.1], [0.3, -2.7, -0.7], [1.1, -0.9, 0.1], [-1.5, 0.2, 1.1], [-0.4, -0.2, -0.1], [2.0, -1.5, 1.1], [-1.1, -0.2, -0.2], [-0.4, -0.7, -1.1], [0.0, 0.3, -0.2], [-0.7, 0.0, -0.5], [-0.9, 1.1, 0.2], [-0.8, 0.2, 0.4], [0.5, -0.2, -0.6], [0.7, 1.6, 1.2], [0.1, 0.0, 0.8], [0.3, -0.6, 0.4], [-0.2, 0.6, -0.8], [0.1, 0.1, -0.1], [-0.2, -0.2, -0.1], [-0.1, 0.0, 0.8], [0.7, -0.3, 0.4], [0.7, 0.3, 0.0]], "fmax_ha_per_bohr": 0.054, "total_charge": 0, "de_lowest_kj_mol": 226.8, "e_tot_ev": -27039.5963, "orbital_gap_ha": 0.32050, "e_lumo_ev": -0.3603}

4.
{"formula": "H26O13", "method": "ωB97M-V/def2-TZVPD", "species": ["O", "H", "O", "H", "H", "H", "O", "H", "H", "H", "O", "H", "O", "H", "H", "H", "O", "O", "O", "H", "O", "H", "O", "H", "O", "H", "O", "H", "H", "H", "H", "O", "H", "H", "H", "H", "H", "H", "H"], "coordinates": [[1.0950, -2.4982, 1.7292], [1.7048, -2.9168, 1.1091], [-2.1758, 2.2705, -0.3773], [1.0808, -0.4865, -4.2200], [2.5971, -0.2617, 3.0551], [-1.5519, 2.0219, 1.2910], [-1.1503, 2.0180, 2.1831], [-1.5352, 1.9887, -1.0448], [1.7447, 2.0155, -0.5610], [-2.6598, -0.3449, -1.3477], [-0.9269, -1.9092, -2.8577], [0.1059, -0.1422, 4.7023], [1.4806, 1.3979, 1.1980], [2.8699, -0.5495, 1.5900], [-0.0881, -0.9078, 3.3964], [0.0409, 0.2479, -0.2245], [-3.5947, -0.1669, -1.1776], [3.3134, -0.4684, 2.4403], [0.4803, -0.2565, 3.8234], [-0.5260, -1.1812, -2.3652], [1.8567, 2.1388, -1.5182], [1.1082, 0.4961, -3.0498], [1.6679, -0.1078, -3.5584], [2.1690, 1.7298, 1.7853], [-1.4372, -3.4189, 0.5056], [-0.7810, 2.9020, 2.2756], [-0.6952, 1.4573, -2.7508], [0.6877, 1.3336, 1.7688], [2.7348, 1.8091, -1.7287], [1.5734, -2.4887, 2.5678], [-1.1236, 1.3277, -3.6052], [-0.3649, -0.6189, -0.1056], [-0.4161, 2.3827, -2.7443], [-1.6224, -2.6332, -0.0211], [-2.9468, 1.7017, -0.5259], [-3.8464, -0.8346, -0.5313], [-0.5436, -3.2714, 0.8418], [0.2198, -1.0768, 0.5148], [-0.5452, -2.6989, -2.4625]], "forces_ev_per_angstrom": [[0.1, -0.1, -0.2], [0.1, 0.0, 0.1], [0.0, 0.1, 0.2], [0.0, -0.1, 0.1], [-0.1, 0.0, 0.0], [-0.1, 0.1, -0.1], [0.3, -0.1, 0.1], [-0.3, -0.1, -0.1], [0.1, 0.0, 0.0], [0.0, -0.2, 0.0], [-0.1, 0.2, 0.0], [0.0, 0.1, 0.0], [-0.1, 0.0, 0.3], [-0.1, 0.2, 0.0], [-0.1, 0.1, -0.1], [0.1, 0.0, 0.0], [0.1, 0.1, 0.1], [0.1, -0.2, 0.2], [0.2, -0.2, 0.0], [0.1, -0.1, 0.1], [-0.2, 0.1, 0.0], [0.1, 0.1, 0.0], [0.1, 0.0, 0.0], [0.1, -0.1, -0.1], [0.1, 0.0, -0.2], [-0.2, 0.1, 0.0], [-0.1, 0.1, -0.1], [-0.2, 0.1, -0.2], [0.0, 0.0, 0.0], [0.0, 0.1, 0.0], [-0.1, 0.0, 0.1], [0.0, 0.0, -0.1], [0.3, -0.1, -0.1], [0.0, 0.0, 0.0], [0.0, -0.1, -0.1], [0.0, 0.0, 0.0], [-0.2, 0.0, 0.2], [0.0, 0.1, 0.1], [0.0, 0.0, 0.0]], "fmax_ha_per_bohr": 0.007, "total_charge": 0, "de_lowest_kj_mol": 80.8, "e_tot_ev": -27041.1099, "orbital_gap_ha": 0.40079, "e_lumo_ev": -0.0394}

5.
{"formula": "H26O13", "method": "ωB97M-V/def2-TZVPD", "species": ["H", "O", "H", "H", "H", "O", "O", "O", "H", "H", "H", "H", "H", "H", "O", "H", "H", "H", "H", "O", "O", "O", "H", "H", "O", "H", "H", "H", "O", "H", "H", "H", "H", "H", "O", "O", "H", "O", "H"], "coordinates": [[1.6971, -0.6702, -1.8330], [-1.0033, 3.7176, 0.7254], [0.0104, -3.2517, -2.4209], [-4.5293, 0.5428, 0.0397], [0.4494, -1.7646, 3.1626], [-1.5260, -2.3619, -2.1925], [2.3906, 1.9874, -1.1859], [4.1498, 1.3752, 0.3764], [-4.1695, 2.7792, -0.6158], [0.8447, -0.0153, -3.0934], [3.0063, -2.3223, 0.0472], [0.3934, 0.3038, 0.2231], [1.0883, -2.0492, 1.8660], [-3.8175, 0.3528, -1.3436], [2.4979, -1.4234, -0.1250], [-0.5184, 3.9413, 1.5280], [2.5576, -1.0562, 0.7712], [-3.0473, 2.6643, -1.5211], [-1.8853, -3.2661, -2.3550], [0.5848, -2.5612, -2.1785], [-0.3540, 0.1339, -0.2945], [-3.9028, -0.0910, -0.4742], [-1.3244, -2.3260, -1.2607], [-2.1673, -3.1886, 4.0194], [0.9279, -0.1671, -2.0796], [0.5951, 2.4855, 2.3426], [1.1760, 1.7078, 1.2264], [3.9498, 1.0339, 1.2623], [-3.1802, 2.7828, -0.6389], [0.3443, -2.4271, -1.1982], [-1.6116, -2.9269, 2.7138], [2.0104, 2.3743, -0.4155], [-0.4823, 3.3369, 0.0744], [1.8717, 2.3517, -1.9039], [-1.4403, -2.7429, 3.5904], [0.3529, 1.8635, 1.6920], [3.4511, 0.7626, -0.0434], [0.7597, -1.3108, 2.4318], [-0.1496, -0.5747, -0.9194]], "forces_ev_per_angstrom": [[0.7, -0.3, -0.7], [-2.5, 2.6, 1.8], [-0.5, -1.1, -0.6], [1.9, -1.7, -1.3], [-1.3, -1.2, 2.7], [-4.2, -0.9, -0.8], [0.2, 0.2, -1.1], [-2.1, -2.4, 0.5], [1.2, 0.2, 0.4], [0.8, -1.0, 2.8], [-1.5, 2.6, -1.0], [1.4, -0.1, 1.0], [-0.5, 0.9, 0.4], [0.1, -0.4, 0.8], [1.8, -3.0, 1.4], [0.2, -0.3, -0.8], [-0.3, 0.2, -0.1], [1.1, -0.5, -4.0], [-0.2, 1.1, 0.4], [4.1, -0.2, 3.0], [-3.5, -0.6, 0.7], [-2.0, 1.7, 0.6], [-0.7, 0.2, 0.4], [-0.2, -0.1, 0.6], [0.1, 1.8, -4.5], [0.4, 1.0, 1.4], [0.3, -0.2, 0.1], [0.9, 0.6, 0.5], [-2.6, 0.5, 3.4], [1.3, -0.3, -2.4], [-0.3, -0.3, -3.2], [-0.2, 0.7, 0.8], [1.7, -1.3, -1.2], [-0.3, -0.2, -0.3], [0.5, 0.3, 2.7], [0.3, -1.4, -0.7], [1.8, 1.6, -0.4], [1.9, 0.2, -3.2], [0.2, 1.0, 0.1]], "fmax_ha_per_bohr": 0.098, "total_charge": 0, "de_lowest_kj_mol": 777.9, "e_tot_ev": -27033.8845, "orbital_gap_ha": 0.33546, "e_lumo_ev": -0.1199}

6.
{"formula": "H27O14", "method": "ωB97M-V/def2-TZVPD", "species": ["H", "H", "O", "H", "H", "H", "H", "O", "H", "H", "O", "O", "H", "H", "O", "H", "H", "O", "O", "O", "H", "O", "H", "O", "H", "H", "O", "H", "H", "H", "H", "O", "O", "H", "H", "H", "H", "H", "H", "O", "H"], "coordinates": [[-0.4996, 0.4689, 0.3462], [-0.8587, 2.3491, 3.9073], [-0.1502, 0.3277, 1.2777], [-0.1127, -1.6150, -2.9400], [-1.1962, 0.9933, -1.8440], [-2.8260, 2.4427, 2.2375], [-1.3191, 2.9037, 2.1144], [3.8201, -3.3005, 1.4806], [1.7470, -1.2323, -0.4839], [2.9878, -3.0117, 1.0602], [-2.3548, 3.8058, -2.0283], [-1.0024, 1.3556, -0.9702], [0.9131, -1.8190, 0.6366], [1.4028, -1.3342, -2.8196], [-2.7918, -0.3610, -0.6909], [3.0192, 0.7455, -0.9247], [3.8611, -2.7334, 2.2583], [0.6468, -1.2231, -3.4054], [-0.1955, 1.6523, 3.9911], [1.8161, -1.8257, 0.2723], [-2.3227, -1.9776, -3.9303], [-2.0781, -1.8531, -3.0081], [-2.2264, 0.5165, -0.6568], [1.8411, -1.2234, 3.5751], [0.2986, 1.1596, 1.4580], [-0.8953, -3.3167, -0.6797], [3.6631, 0.0739, -0.6689], [-1.5405, 3.9918, -1.5635], [3.3209, -0.3832, 0.1101], [1.3642, 1.5327, -2.3818], [1.0070, -1.3183, 4.0385], [-1.0038, -2.5515, -0.1134], [1.4638, 1.9526, -1.5195], [-2.5668, -1.0590, -2.7475], [1.6478, -0.8951, 2.6896], [-2.6278, 2.9174, -1.8563], [-1.1918, -1.7588, -0.6337], [-2.9582, -0.6531, 0.2083], [-0.3562, 1.0475, 3.2578], [-2.1998, 3.1475, 2.4040], [0.4539, 2.0616, -1.4574]], "forces_ev_per_angstrom": [[0.2, 0.4, 0.1], [-0.1, -0.2, 0.0], [-0.2, -0.1, 0.2], [0.1, 0.2, -0.3], [0.4, 0.0, -0.1], [0.3, -0.3, -0.3], [-0.2, -0.4, -0.5], [-0.3, 0.0, 0.1], [0.1, 0.0, 0.0], [0.5, 0.0, 0.0], [-0.5, 1.5, -0.9], [-0.6, 0.2, -0.3], [0.1, -0.1, -0.2], [0.0, 0.0, -0.1], [-0.1, 0.6, -0.1], [-0.3, 0.2, 0.3], [0.0, -0.1, 0.0], [0.0, -0.1, 0.2], [0.2, 0.2, 0.2], [-0.5, 0.1, 0.2], [0.2, -0.1, -0.1], [-0.2, 0.1, -0.3], [-0.2, -0.9, 0.3], [0.5, -0.1, 0.0], [0.3, 0.0, -0.3], [-0.1, 0.3, -0.4], [0.3, -0.2, -0.2], [0.1, -0.6, 0.3], [0.0, 0.2, -0.1], [0.9, -0.3, -0.3], [-0.2, 0.1, -0.2], [0.3, 0.0, 0.8], [-1.2, 0.3, -0.9], [0.0, -0.2, 0.6], [-0.3, 0.0, 0.0], [0.4, -0.9, 0.6], [-0.5, -0.2, -0.3], [0.0, 0.0, 0.0], [-0.2, -0.1, 0.0], [-0.2, 0.8, 0.6], [0.8, -0.3, 1.4]], "fmax_ha_per_bohr": 0.035, "total_charge": -1, "de_lowest_kj_mol": 132.4, "e_tot_ev": -29106.2952, "orbital_gap_ha": 0.34632, "e_lumo_ev": 2.5398}